No. 1
Computed, not measured: a cluster of 2 separate species, C7H17OSi in total, with the ωB97M-V functional and the def2-TZVPD basis.

Properties
- 2S+1: 1
- Energy relative to the best compared isomer or geometry (same formula, charge and spin): 0.048 eV
- Charge: +1
- Kohn-Sham gap: 8.02 eV

Each line ends with the Mulliken charge.
Element x y z (Å)
C  3.129  0.342  -1.664  -0.559
C  -1.701  -0.515  1.445  -0.695
C  -1.820  -2.507  -0.030  -1.132
C  0.353  -1.964  1.040  -1.130
C  -1.965  1.253  -1.209  -0.975
C  0.165  2.172  1.118  -0.760
C  -1.094  -1.728  0.754  0.872
O  2.529  1.345  -0.861  -0.477
Si  -1.209  1.050  0.503  0.456
H  2.744  -0.614  -1.317  0.186
H  4.214  0.349  -1.554  0.293
H  -1.351  -0.485  2.480  0.409
H  2.873  0.475  -2.716  0.275
H  -2.786  -0.630  1.471  0.466
H  -2.863  -2.331  -0.220  0.278
H  -1.398  -3.379  -0.497  0.295
H  2.958  2.183  -1.070  0.257
H  0.721  -2.815  0.473  0.398
H  0.957  -1.090  0.787  0.168
H  0.502  -2.174  2.098  0.317
H  -1.435  0.627  -1.925  0.375
H  -3.012  0.947  -1.233  0.359
H  -1.907  2.277  -1.570  0.374
H  1.104  1.886  0.631  0.234
H  -0.019  3.218  0.870  0.373
H  0.310  2.108  2.194  0.346


No. 2
Computed, not measured: a structure of composition C37H46FN4NbO12PS at a distorted geometry, with the ωB97M-V functional and the def2-TZVPD basis.

Properties
- 2S+1: 1
- Charge: -1
- Kohn-Sham gap: 3.87 eV

Each line ends with the Mulliken charge.
Element x y z (Å)
C  4.185  2.199  1.741  -0.204
C  2.992  2.963  2.404  -0.625
C  1.793  3.346  1.429  -0.564
N  0.844  2.253  1.182  -0.077
Nb  0.808  1.187  -0.628  -0.198
O  -0.690  2.521  -1.288  -0.715
C  2.382  2.444  -1.698  -0.388
C  1.645  3.713  -2.298  -0.213
F  2.700  4.557  -2.841  -0.411
C  -0.735  -0.235  0.315  -0.510
C  -1.795  0.435  1.261  -0.711
C  -2.963  1.198  0.490  -0.525
C  -4.361  0.506  0.770  -0.703
S  -5.612  1.343  -0.286  -0.206
C  -7.232  0.637  -0.013  0.519
N  -8.291  1.440  0.139  -0.227
N  -9.446  0.720  0.296  -0.433
C  -9.016  -0.541  0.226  0.007
O  -7.672  -0.674  0.046  -0.274
N  0.506  0.134  -2.430  -0.306
C  1.681  -0.464  -3.089  0.300
C  1.526  -2.028  -3.370  -1.172
P  2.593  -0.513  0.233  0.710
O  2.509  -0.555  1.949  -0.623
O  2.109  -2.111  -0.201  -0.495
H  4.085  1.945  0.665  -0.509
H  4.352  1.251  2.321  0.123
H  5.145  2.776  1.866  0.411
H  2.605  2.480  3.340  0.260
H  3.387  3.965  2.748  0.399
H  1.229  4.088  2.083  0.336
H  2.120  3.986  0.574  0.170
H  -0.090  2.640  1.357  0.047
H  -1.024  3.051  -0.547  0.235
H  3.190  2.865  -1.049  0.276
H  2.886  1.963  -2.570  0.502
H  1.200  4.312  -1.472  0.153
H  0.937  3.455  -3.112  0.314
H  -1.311  -0.842  -0.445  0.286
H  -0.189  -1.004  0.942  0.128
H  -1.376  1.037  2.100  0.268
H  -2.333  -0.423  1.775  0.487
H  -2.995  2.273  0.819  0.182
H  -2.777  1.128  -0.613  0.518
H  -4.247  -0.579  0.533  0.451
H  -4.652  0.605  1.849  0.321
H  -9.717  -1.399  0.287  0.383
H  -0.203  -0.591  -2.316  0.072
H  1.720  -0.013  -4.130  0.355
H  2.675  -0.224  -2.640  -0.245
H  1.815  -2.213  -4.446  0.349
H  2.220  -2.651  -2.761  0.233
H  0.457  -2.340  -3.301  0.264
H  2.862  -1.418  2.246  0.315
H  1.143  -2.148  -0.322  0.262
C  -3.589  1.861  5.720  -0.399
C  -4.734  2.050  6.372  -0.375
C  -5.793  2.930  5.826  0.348
O  -6.837  3.105  6.422  -0.569
C  -5.529  3.590  4.526  -0.418
C  -4.384  3.400  3.874  -0.194
C  -3.325  2.520  4.420  0.371
O  -2.283  2.345  3.826  -0.476
H  -2.803  1.222  6.105  0.459
H  -4.944  1.576  7.323  0.392
H  -6.315  4.228  4.141  0.414
H  -4.174  3.874  2.923  0.416
C  0.354  -3.868  5.836  -0.419
C  1.350  -3.327  5.137  -0.326
C  1.508  -3.600  3.690  0.421
O  2.415  -3.110  3.053  -0.607
C  0.517  -4.493  3.050  -0.260
C  -0.479  -5.034  3.749  -0.415
C  -0.638  -4.762  5.196  0.378
O  -1.548  -5.253  5.835  -0.576
H  0.222  -3.681  6.894  0.406
H  2.083  -2.670  5.588  0.442
H  0.649  -4.679  1.992  0.458
H  -1.213  -5.690  3.298  0.407
C  8.521  -0.636  -1.678  -0.461
C  7.700  0.404  -1.547  -0.333
C  6.252  0.213  -1.291  0.169
O  5.508  1.163  -1.174  -0.402
C  5.754  -1.180  -1.185  0.180
C  6.581  -2.219  -1.318  -0.587
C  8.025  -2.027  -1.573  0.316
O  8.779  -2.975  -1.692  -0.597
H  9.581  -0.515  -1.867  0.384
H  8.047  1.427  -1.621  0.433
H  4.692  -1.305  -0.995  0.272
H  6.236  -3.243  -1.245  0.466
C  -1.126  -3.161  -6.644  -0.267
C  -1.309  -3.236  -7.961  -0.369
C  -1.845  -2.089  -8.729  0.360
O  -2.013  -2.159  -9.930  -0.571
C  -2.167  -0.855  -7.977  -0.372
C  -1.985  -0.779  -6.660  -0.357
C  -1.449  -1.926  -5.892  0.289
O  -1.281  -1.857  -4.694  -0.428
H  -0.736  -3.989  -6.066  0.428
H  -1.078  -4.130  -8.526  0.393
H  -2.557  -0.027  -8.555  0.395
H  -2.216  0.115  -6.094  0.480


No. 3
Computed, not measured: a cluster of 15 separate species, C5H41NO15 in total at a distorted geometry, with the ωB97M-V functional and the def2-TZVPD basis.

Properties
- 2S+1: 1
- Energy relative to the best compared isomer or geometry (same formula, charge and spin): 4.969 eV
- Kohn-Sham gap: 8.80 eV

Each line ends with the Mulliken charge.
Element x y z (Å)
C  -0.536  0.830  1.292  0.604
N  0.665  1.153  2.056  -0.359
C  1.999  1.152  1.286  0.001
O  2.099  2.423  0.683  -0.532
C  -0.509  -0.511  0.559  0.029
C  -1.638  -0.846  -0.407  0.475
C  -2.828  -1.518  0.289  -1.258
H  -0.714  1.587  0.418  -0.109
H  -1.374  0.978  1.913  0.544
H  0.669  1.807  2.819  0.350
H  2.853  1.057  2.005  0.383
H  2.014  0.448  0.444  -0.268
H  2.006  3.125  1.349  0.320
H  0.379  -0.589  -0.130  -0.439
H  -0.381  -1.385  1.151  0.091
H  -1.146  -1.411  -1.296  -0.108
H  -1.834  -0.026  -1.122  -0.174
H  -3.587  -0.708  0.510  0.240
H  -2.647  -2.084  1.184  0.083
H  -3.451  -2.274  -0.163  0.436
H  -3.474  2.606  0.305  0.318
H  -2.479  2.908  1.385  0.295
O  -3.341  2.545  1.260  -0.590
H  3.294  -0.539  -3.552  0.283
H  2.331  -1.247  -2.579  0.260
O  3.127  -1.411  -3.147  -0.614
H  -1.872  1.872  -1.833  0.225
H  -1.698  3.320  -1.726  0.302
O  -2.119  2.547  -1.156  -0.587
H  0.246  -1.862  -2.652  0.250
H  0.234  -1.594  -4.166  0.204
O  0.151  -1.133  -3.418  -0.520
H  1.485  -3.405  -2.149  0.365
H  1.605  -2.598  -0.781  0.345
O  0.969  -2.869  -1.551  -0.681
H  3.805  0.216  -0.587  0.329
H  3.798  -1.282  -0.984  0.415
O  4.135  -0.625  -0.283  -0.696
H  0.559  -2.198  2.819  0.413
H  1.146  -1.076  1.988  0.249
O  1.397  -1.848  2.476  -0.835
H  -1.614  0.619  -4.479  0.276
H  -0.385  0.499  -3.382  0.578
O  -1.298  0.946  -3.585  -0.784
H  -3.396  0.060  2.906  0.334
H  -3.633  1.406  3.006  0.307
O  -3.213  0.743  3.568  -0.720
H  -1.419  -2.656  2.822  0.301
H  -0.703  -2.101  4.063  0.583
O  -0.736  -2.941  3.440  -0.807
H  -0.009  -0.241  4.294  0.335
H  -1.698  -0.046  4.410  0.388
O  -0.852  -0.536  4.678  -0.767
H  1.076  3.120  -2.400  0.342
H  0.863  3.607  -0.965  0.323
O  0.450  3.736  -1.890  -0.634
H  0.046  2.268  -4.454  0.317
H  1.558  1.639  -4.449  0.269
O  0.892  2.218  -4.062  -0.638
H  2.405  -2.748  1.203  0.300
H  3.579  -2.325  0.465  0.370
O  2.749  -2.807  0.304  -0.711


No. 4
Computed, not measured: an isolated molecule of C12H13P at a distorted geometry, with the ωB97M-V functional and the def2-TZVPD basis.

Properties
- 2S+1: 1
- Energy relative to the best compared isomer or geometry (same formula, charge and spin): 3.604 eV
- SMILES: C/C=C(\C)C=P#Cc1ccccc1
- Kohn-Sham gap (alpha / beta): 6.08 / 6.44 eV

Each line ends with the Mulliken charge.
Element x y z (Å)
C  2.431  -1.607  -1.318  -0.896
C  2.034  -0.459  -0.380  -0.094
C  2.660  0.558  0.222  0.907
C  4.188  0.638  -0.010  -1.508
C  2.001  1.575  0.957  -0.560
P  0.290  1.778  1.141  -0.332
C  -0.520  0.354  0.917  -0.608
C  -1.855  0.147  0.533  1.345
C  -2.449  -1.160  0.701  -0.576
C  -3.704  -1.367  0.267  -0.319
C  -4.514  -0.325  -0.195  -0.342
C  -4.009  0.966  -0.201  -0.379
C  -2.652  1.163  0.033  -0.414
H  2.160  -2.468  -0.719  0.270
H  3.572  -1.545  -1.522  0.276
H  1.763  -1.461  -2.224  0.250
H  1.004  -0.454  -0.052  0.085
H  4.416  0.236  -0.986  0.369
H  4.671  0.180  0.785  0.338
H  4.476  1.673  0.146  0.399
H  2.572  2.424  1.199  0.354
H  -1.790  -2.032  0.867  0.294
H  -4.114  -2.366  0.185  0.348
H  -5.607  -0.492  -0.421  0.292
H  -4.699  1.884  -0.210  0.271
H  -2.327  2.158  0.284  0.229


No. 5
Computed, not measured: a structure of composition C12H14F6I2IrNO4S2 at a distorted geometry, with the ωB97M-V functional and the def2-TZVPD basis.

Properties
- 2S+1: 2
- Energy relative to the best compared isomer or geometry (same formula, charge and spin): 1.286 eV
- Charge: +3
- Kohn-Sham gap (alpha / beta): 7.49 / 6.42 eV

Each line ends with the Mulliken charge.
Element x y z (Å)
Ir  0.734  -0.406  0.810  1.445
C  -2.614  -0.180  2.902  -1.190
C  -2.006  0.421  1.700  0.214
C  -0.700  1.044  1.787  -0.353
C  -0.340  1.956  0.758  0.300
C  0.726  2.969  0.916  -1.446
C  -1.138  1.990  -0.443  -0.315
C  -2.341  1.271  -0.581  0.534
C  -3.153  1.394  -1.822  -1.660
C  -2.747  0.493  0.495  -0.518
H  -1.942  -0.886  3.398  0.251
H  -3.570  -0.655  2.701  0.446
H  -2.765  0.623  3.638  0.369
H  -0.311  1.229  2.782  1.052
H  1.222  2.922  1.883  0.374
H  0.260  3.959  0.818  0.448
H  1.454  2.912  0.102  0.357
H  -0.807  2.637  -1.249  0.601
H  -3.861  0.575  -1.923  0.440
H  -2.516  1.443  -2.705  0.402
H  -3.724  2.328  -1.789  0.403
H  -3.687  -0.046  0.442  0.529
I  2.381  -0.132  2.895  0.399
C  2.091  -2.228  3.172  -0.740
I  0.228  -2.594  2.198  0.311
H  2.023  -2.466  4.230  0.501
H  2.875  -2.768  2.651  0.419
F  4.917  0.302  -0.802  -0.138
C  4.340  -0.414  -1.732  0.624
F  4.283  0.198  -2.875  -0.117
F  4.833  -1.614  -1.814  -0.121
S  2.538  -0.633  -1.130  0.744
O  2.488  -1.468  0.132  -0.611
O  1.973  0.681  -0.661  -0.646
N  1.773  -1.308  -2.285  -0.345
S  0.344  -1.875  -1.822  1.068
O  -0.328  -0.802  -0.984  -0.631
O  0.368  -3.149  -1.197  -0.559
C  -0.665  -1.923  -3.415  0.605
F  -0.706  -0.706  -3.908  -0.175
F  -0.072  -2.760  -4.214  -0.119
F  -1.860  -2.334  -3.058  -0.153


No. 6
Computed, not measured: a cluster of 2 separate species, CH2N3O5 in total at a distorted geometry, with the ωB97M-V functional and the def2-TZVPD basis.

Properties
- 2S+1: 1
- Energy relative to the best compared isomer or geometry (same formula, charge and spin): 0.000 eV
- Charge: +1
- Kohn-Sham gap (alpha / beta): 8.21 / 8.21 eV

Each line ends with the Mulliken charge.
Element x y z (Å)
C  0.157  0.165  0.457  -0.112
N  -1.143  -1.957  0.635  1.094
N  0.717  -0.509  -0.687  1.077
N  0.028  1.421  0.489  0.118
O  -0.405  -2.559  1.202  -0.182
O  -2.155  -1.639  0.298  -0.227
O  1.567  0.040  -1.284  -0.525
O  0.207  -1.593  -0.979  -0.544
O  0.348  2.405  -0.432  -0.388
H  -0.547  1.881  1.208  0.286
H  1.224  2.345  -0.907  0.403


No. 7
Computed, not measured: an isolated molecule of C21H19N5O2S at a distorted geometry, with the ωB97M-V functional and the def2-TZVPD basis.

Properties
- 2S+1: 1
- Energy relative to the best compared isomer or geometry (same formula, charge and spin): 1.325 eV
- SMILES: COCCCn1c2nc3ccccc3nc2c2c(=O)n(Cc3cccs3)cnc21
- Kohn-Sham gap: 7.87 eV

Each line ends with the Mulliken charge.
Element x y z (Å)
C  -3.109  -4.574  1.537  -0.657
O  -2.010  -4.863  0.708  -0.378
C  -1.876  -4.017  -0.407  -0.591
C  -1.415  -2.598  -0.057  -0.141
C  -1.104  -1.797  -1.320  -1.103
N  -0.708  -0.451  -0.992  0.202
C  -1.536  0.541  -0.545  0.228
N  -2.829  0.459  -0.383  -0.547
C  -3.410  1.599  0.064  0.190
C  -4.803  1.619  0.273  -0.482
C  -5.413  2.756  0.723  -0.469
C  -4.665  3.918  0.984  -0.509
C  -3.313  3.933  0.794  -0.506
C  -2.647  2.779  0.330  0.209
N  -1.310  2.830  0.156  -0.698
C  -0.755  1.728  -0.276  0.914
C  0.597  1.373  -0.580  -0.195
C  1.839  2.080  -0.525  -0.117
O  2.061  3.221  -0.196  -0.693
N  2.923  1.240  -0.942  0.072
C  4.262  1.813  -0.900  -0.974
C  5.183  1.004  -0.053  0.517
C  6.352  0.407  -0.412  -0.650
C  6.964  -0.292  0.652  -0.381
C  6.245  -0.222  1.800  -0.474
S  4.810  0.706  1.615  -0.116
C  2.757  -0.034  -1.333  -0.006
N  1.638  -0.678  -1.390  -0.557
C  0.561  0.040  -1.003  1.048
H  -3.170  -5.389  2.257  0.244
H  -2.981  -3.630  2.077  0.272
H  -4.039  -4.530  0.958  0.297
H  -2.825  -3.970  -0.964  0.345
H  -1.124  -4.501  -1.037  0.280
H  -2.196  -2.076  0.499  0.315
H  -0.523  -2.661  0.568  0.227
H  -0.279  -2.250  -1.874  0.515
H  -1.995  -1.744  -1.953  0.318
H  -5.359  0.718  0.065  0.447
H  -6.481  2.770  0.881  0.385
H  -5.174  4.802  1.339  0.385
H  -2.716  4.810  0.987  0.473
H  4.664  1.887  -1.916  0.339
H  4.131  2.824  -0.494  0.383
H  6.769  0.469  -1.402  0.407
H  7.894  -0.823  0.561  0.380
H  6.466  -0.659  2.753  0.431
H  3.652  -0.569  -1.626  0.425


No. 8
Computed, not measured: an isolated molecule of C4H5NO at a distorted geometry, with the ωB97M-V functional and the def2-TZVPD basis.

Properties
- 2S+1: 1
- Energy relative to the best compared isomer or geometry (same formula, charge and spin): 1.545 eV
- SMILES: C[C@H]1O[C@H]1C#N
- Kohn-Sham gap: 12.00 eV

Each line ends with the Mulliken charge.
Element x y z (Å)
C  0.395  0.716  1.118  -1.197
C  -0.403  -0.429  0.559  0.246
O  -1.509  -0.091  -0.265  -0.409
C  -0.427  -0.767  -0.875  0.015
C  0.373  0.000  -1.821  -0.016
N  1.034  0.589  -2.565  -0.371
H  -0.204  1.257  1.858  0.286
H  1.301  0.350  1.608  0.313
H  0.680  1.417  0.329  0.360
H  -0.606  -1.255  1.242  0.405
H  -0.633  -1.788  -1.188  0.369


What did we get for molecular weight? Answer: 145.30; 913.74; 355.38; 188.21; 860.39; 136.04; 405.48; 83.09 g/mol, in the order shown.